[1]
This record from the Open Molecules 2025 dataset describes a structure of composition C31H41IN7O2S4Y at a distorted geometry. The level of theory is ωB97M-V/def2-TZVPD.

Calculated values
- Charge: 0
- LUMO: 0.07 eV
- Energy relative to the best compared isomer or geometry (same formula, charge and spin): 21.5 kcal/mol

The geometry in XYZ format:
```
87
C31H41IN7O2S4Y | the Open Molecules 2025 dataset | ωB97M-V/def2-TZVPD
Y -0.445 0.135 -0.077
C 0.488 -2.832 2.083
C 1.877 -2.655 1.434
N 1.865 -1.568 0.455
C 3.121 -0.830 0.396
C 3.382 0.005 1.654
S 1.897 0.850 2.311
C 1.355 -0.263 3.670
C -0.027 -0.882 3.488
N -0.229 -1.564 2.214
H 0.609 -3.316 3.065
H -0.108 -3.496 1.455
H 2.178 -3.606 0.978
H 2.608 -2.427 2.210
H 1.696 -1.947 -0.481
H 3.064 -0.165 -0.471
H 3.984 -1.501 0.253
H 4.086 0.803 1.420
H 3.808 -0.577 2.470
H 1.363 0.351 4.574
H 2.110 -1.038 3.770
H -0.794 -0.105 3.538
H -0.189 -1.571 4.338
H -1.232 -1.786 2.242
N -1.264 -2.472 -0.820
C -2.436 -3.193 -0.314
C -3.567 -2.201 -0.037
C -3.043 -1.284 1.082
O -2.994 -1.752 2.221
O -2.590 -0.145 0.750
H -1.433 -2.214 -1.793
H -0.459 -3.093 -0.860
H -2.167 -3.688 0.623
H -2.771 -3.967 -1.018
H -4.446 -2.732 0.321
H -3.798 -1.648 -0.947
C -3.604 1.404 -1.672
N -2.247 1.151 -2.157
C -2.329 0.207 -3.272
C -1.641 2.411 -2.618
C -0.271 2.777 -2.062
C 0.255 3.954 -2.599
C 1.459 4.466 -2.169
C 2.155 3.784 -1.188
C 1.636 2.614 -0.659
C 0.407 2.057 -1.064
H -4.250 1.796 -2.474
H -3.585 2.114 -0.847
H -4.037 0.480 -1.295
H -2.923 0.623 -4.099
H -2.814 -0.713 -2.947
H -1.330 -0.023 -3.638
H -2.315 3.241 -2.365
H -1.561 2.399 -3.713
H -0.304 4.482 -3.363
H 1.844 5.387 -2.584
H 3.104 4.163 -0.831
H 2.218 2.140 0.127
S 2.980 -0.041 -7.733
C 2.625 -0.634 -6.246
S 1.307 0.036 -5.272
C 1.733 -1.131 -3.983
N 2.735 -1.860 -4.301
N 3.230 -1.624 -5.539
C 4.255 -2.504 -5.935
C 4.687 -2.642 -7.249
C 5.655 -3.581 -7.556
C 6.199 -4.391 -6.575
C 5.776 -4.247 -5.264
C 4.816 -3.310 -4.942
S 0.846 -1.346 -2.572
H 4.271 -2.029 -8.029
H 5.978 -3.681 -8.582
H 6.944 -5.131 -6.828
H 6.193 -4.869 -4.485
H 4.474 -3.200 -3.926
I -2.144 2.269 5.647
C -2.156 2.786 3.601
C -3.246 3.415 3.026
C -3.160 3.747 1.683
C -2.037 3.358 0.971
N -1.021 2.701 1.518
C -1.057 2.472 2.819
H -4.126 3.648 3.604
H -3.963 4.282 1.202
H -1.920 3.595 -0.076
H -0.162 2.050 3.258
```

---

[2]
This record from the Open Molecules 2025 dataset describes a structure of composition C31H42As2BrN4O6SScSe at a distorted geometry. The level of theory is ωB97M-V/def2-TZVPD.

Calculated values
- Charge: 0
- LUMO: 0.31 eV
- Energy relative to the best compared isomer or geometry (same formula, charge and spin): 44.9 kcal/mol

The geometry in XYZ format:
```
89
C31H42As2BrN4O6SScSe | the Open Molecules 2025 dataset | ωB97M-V/def2-TZVPD
Sc -0.072 -0.300 -0.181
O 0.133 2.835 2.655
C -0.619 3.820 2.109
C -0.712 5.036 2.781
C -1.461 6.072 2.251
C -2.119 5.920 1.037
C -2.023 4.710 0.368
C -1.295 3.652 0.895
C -1.285 2.313 0.186
O -0.136 1.595 0.322
N -2.426 1.511 0.709
N -2.157 0.261 1.068
C -3.067 -0.585 1.365
C -2.699 -1.873 1.913
Br -0.929 -1.893 2.632
C -3.460 -2.963 1.996
C -4.752 -3.112 1.318
C -5.798 -3.791 1.945
C -7.013 -3.962 1.302
C -7.196 -3.472 0.016
C -6.154 -2.820 -0.627
C -4.939 -2.642 0.015
H 0.262 2.149 1.967
H -0.180 5.153 3.716
H -1.524 7.013 2.783
H -2.695 6.733 0.615
H -2.529 4.570 -0.583
H -1.515 2.508 -0.879
H -3.363 1.762 0.424
H -4.128 -0.356 1.270
H -3.097 -3.815 2.558
H -5.653 -4.181 2.946
H -7.816 -4.488 1.801
H -8.142 -3.617 -0.488
H -6.278 -2.469 -1.644
H -4.106 -2.191 -0.511
C 3.799 0.433 -2.516
As 2.206 -0.573 -1.875
C 3.144 -2.257 -1.568
C 1.485 -0.875 -3.676
C 2.121 -1.717 -4.580
C 1.563 -1.984 -5.818
C 0.348 -1.411 -6.162
C -0.283 -0.555 -5.274
C 0.280 -0.272 -4.036
As -0.537 0.950 -2.752
C -2.131 1.545 -3.755
C 0.598 2.512 -3.188
H 4.284 -0.156 -3.292
H 4.495 0.588 -1.692
H 3.515 1.399 -2.929
H 3.996 -2.372 -2.235
H 2.434 -3.067 -1.722
H 3.474 -2.279 -0.531
H 3.058 -2.188 -4.306
H 2.063 -2.655 -6.505
H -0.113 -1.633 -7.116
H -1.237 -0.120 -5.547
H -2.853 0.730 -3.801
H -1.887 1.884 -4.759
H -2.580 2.371 -3.203
H 0.845 2.536 -4.247
H 1.514 2.457 -2.600
H 0.071 3.425 -2.909
C 3.707 0.525 5.092
N 3.073 -0.255 4.036
C 1.718 -0.684 4.334
C 3.477 -0.158 2.749
S 2.402 -0.229 1.460
N 4.816 0.002 2.557
C 5.333 0.366 1.251
C 5.776 -0.712 3.389
H 2.986 1.247 5.482
H 4.560 1.071 4.702
H 4.034 -0.115 5.914
H 1.665 -0.951 5.389
H 1.470 -1.559 3.738
H 0.984 0.099 4.122
H 4.662 1.075 0.776
H 5.436 -0.508 0.599
H 6.313 0.827 1.385
H 5.274 -1.213 4.211
H 6.528 -0.030 3.791
H 6.285 -1.469 2.787
O -1.521 -1.287 -1.173
Se -0.671 -2.728 -1.081
O -0.029 -3.091 -2.489
O 0.536 -2.154 -0.072
O -1.541 -3.867 -0.405
```

---

[3]
This record from the Open Molecules 2025 dataset describes a structure of composition C31H42BCoF6N6OS3 at a distorted geometry. The level of theory is ωB97M-V/def2-TZVPD.

Calculated values
- Charge: +1
- Spin multiplicity: 2
- LUMO (spin up / spin down): -4.98 / -3.29 eV
- Energy relative to the best compared isomer or geometry (same formula, charge and spin): 17.9 kcal/mol

The geometry in XYZ format:
```
91
C31H42BCoF6N6OS3 | the Open Molecules 2025 dataset | ωB97M-V/def2-TZVPD
Co -2.236 0.670 2.297
C 1.613 3.705 3.295
C 1.537 2.556 2.353
C 2.647 1.892 1.907
C 2.478 0.748 1.097
N 1.294 0.369 0.688
N 0.207 1.014 1.058
B -1.177 0.567 0.580
N -1.313 -0.871 0.030
N -0.353 -1.361 -0.743
C -0.387 -2.605 -1.145
C -1.415 -3.484 -0.728
C -2.449 -2.996 0.017
C -3.602 -3.832 0.449
C -2.398 -1.617 0.368
S -3.730 -0.954 1.178
C 0.660 -3.142 -2.096
C 1.382 -4.328 -1.436
C 1.670 -2.062 -2.459
C -0.053 -3.616 -3.372
N -1.766 1.602 -0.420
N -0.971 1.778 -1.457
C -1.306 2.580 -2.434
C -2.551 3.249 -2.413
C -3.384 3.104 -1.333
C -4.678 3.824 -1.233
C -2.943 2.252 -0.276
S -3.848 2.081 1.152
C -0.292 2.724 -3.547
C 1.029 3.187 -2.918
C -0.734 3.729 -4.609
C -0.114 1.339 -4.180
C 0.275 2.063 1.930
S -1.142 2.767 2.540
C 3.658 -0.066 0.618
C 3.828 0.294 -0.867
C 4.944 0.254 1.385
C 3.321 -1.544 0.837
H 2.647 3.950 3.527
H 1.090 3.455 4.219
H 1.123 4.580 2.871
H 3.631 2.227 2.191
H -1.394 -4.525 -1.001
H -3.439 -4.884 0.225
H -4.504 -3.499 -0.063
H -3.786 -3.711 1.515
H 1.809 -4.039 -0.479
H 2.190 -4.666 -2.079
H 0.716 -5.172 -1.276
H 2.208 -1.755 -1.574
H 1.164 -1.197 -2.876
H 2.380 -2.442 -3.188
H -0.799 -4.379 -3.165
H 0.677 -4.039 -4.056
H -0.545 -2.781 -3.866
H -2.845 3.884 -3.233
H -4.860 4.421 -2.123
H -4.671 4.476 -0.362
H -5.496 3.122 -1.095
H 0.907 4.168 -2.464
H 1.799 3.258 -3.680
H 1.349 2.485 -2.153
H -0.895 4.713 -4.174
H -1.642 3.402 -5.108
H 0.042 3.822 -5.362
H 0.141 0.613 -3.413
H 0.675 1.365 -4.925
H -1.034 1.023 -4.667
H 4.144 1.332 -0.960
H 2.884 0.179 -1.391
H 4.580 -0.336 -1.334
H 5.325 1.244 1.145
H 5.708 -0.468 1.113
H 4.778 0.180 2.458
H 2.341 -1.773 0.430
H 3.297 -1.751 1.904
H 4.073 -2.178 0.377
C -0.773 -2.856 4.027
C -1.034 -1.342 3.999
O -1.225 -0.864 2.741
C -2.273 -1.009 4.865
F -3.275 -1.853 4.620
F -2.049 -1.003 6.169
F -2.750 0.229 4.539
C 0.203 -0.632 4.607
F 1.261 -0.772 3.794
F 0.009 0.690 4.735
F 0.568 -1.107 5.794
H -1.626 -3.385 3.608
H -0.614 -3.190 5.051
H 0.108 -3.072 3.425
```

---

[4]
This record from the Open Molecules 2025 dataset describes a structure of composition C31H42BN3O3Ru at a distorted geometry. The level of theory is ωB97M-V/def2-TZVPD.

Calculated values
- Charge: +1
- Spin multiplicity: 2
- LUMO (spin up / spin down): -2.64 / -3.04 eV
- Energy relative to the best compared isomer or geometry (same formula, charge and spin): 0.0 kcal/mol

The geometry in XYZ format:
```
81
C31H42BN3O3Ru | the Open Molecules 2025 dataset | ωB97M-V/def2-TZVPD
Ru -1.256 0.266 0.271
C -1.798 0.368 2.515
C -2.911 0.769 1.717
C -3.453 -0.400 1.115
C -2.708 -1.510 1.561
C -1.707 -1.042 2.448
C -0.773 -1.871 3.265
C -2.993 -2.935 1.215
C -4.690 -0.444 0.272
C -3.558 2.122 1.685
C -0.995 1.245 3.425
H -1.162 -1.962 4.284
H 0.214 -1.413 3.332
H -0.668 -2.873 2.857
H -3.696 -3.367 1.934
H -2.084 -3.527 1.231
H -3.431 -3.016 0.221
H -4.460 -0.314 -0.787
H -5.384 0.344 0.563
H -5.193 -1.404 0.385
H -4.396 2.157 2.387
H -3.955 2.340 0.692
H -2.860 2.910 1.969
H -1.252 1.048 4.469
H -1.175 2.298 3.222
H 0.072 1.055 3.308
O 0.038 2.063 0.463
N 1.170 2.149 -0.232
C 1.309 1.573 -1.435
C 2.505 1.643 -2.115
C 3.567 2.346 -1.572
C 3.383 2.976 -0.350
C 2.176 2.864 0.300
H 0.445 1.040 -1.800
H 2.594 1.136 -3.065
H 4.515 2.403 -2.088
H 4.175 3.552 0.107
H 1.957 3.321 1.253
N -2.286 1.072 -1.492
C -2.444 2.201 -1.724
N -2.628 3.449 -2.047
C -3.072 3.827 -3.407
C -3.872 5.128 -3.327
C -4.742 5.135 -2.070
C -3.872 5.162 -0.797
C -2.503 4.530 -1.057
H -3.693 3.022 -3.797
H -2.207 3.940 -4.064
H -4.484 5.207 -4.225
H -3.202 5.991 -3.316
H -5.369 4.240 -2.076
H -5.413 5.992 -2.079
H -4.383 4.633 0.009
H -3.714 6.189 -0.464
H -2.055 4.126 -0.151
H -1.811 5.267 -1.467
C 5.348 -5.612 -0.963
C 5.281 -4.286 -0.192
C 5.917 -4.454 1.195
C 6.091 -3.249 -0.973
C 3.818 -3.865 -0.021
C 2.914 -4.752 0.572
C 1.568 -4.449 0.751
C 1.148 -3.214 0.314
O -0.111 -2.644 0.370
B 0.017 -1.354 -0.150
O 1.348 -1.156 -0.556
C 2.028 -2.318 -0.247
C 3.361 -2.610 -0.432
H 6.390 -5.901 -1.117
H 4.872 -5.508 -1.940
H 4.853 -6.424 -0.429
H 6.973 -4.719 1.098
H 5.422 -5.238 1.770
H 5.849 -3.522 1.761
H 7.102 -3.630 -1.129
H 6.175 -2.305 -0.430
H 5.653 -3.058 -1.955
H 3.268 -5.717 0.911
H 0.882 -5.155 1.202
H 4.018 -1.879 -0.882
```

---

What did the first record say?
This record from the Open Molecules 2025 dataset describes a structure of composition C31H41IN7O2S4Y at a distorted geometry. The level of theory is ωB97M-V/def2-TZVPD.

Calculated values
- Charge: 0
- LUMO: 0.07 eV
- Energy relative to the best compared isomer or geometry (same formula, charge and spin): 21.5 kcal/mol

The geometry in XYZ format:
```
87
C31H41IN7O2S4Y | the Open Molecules 2025 dataset | ωB97M-V/def2-TZVPD
Y -0.445 0.135 -0.077
C 0.488 -2.832 2.083
C 1.877 -2.655 1.434
N 1.865 -1.568 0.455
C 3.121 -0.830 0.396
C 3.382 0.005 1.654
S 1.897 0.850 2.311
C 1.355 -0.263 3.670
C -0.027 -0.882 3.488
N -0.229 -1.564 2.214
H 0.609 -3.316 3.065
H -0.108 -3.496 1.455
H 2.178 -3.606 0.978
H 2.608 -2.427 2.210
H 1.696 -1.947 -0.481
H 3.064 -0.165 -0.471
H 3.984 -1.501 0.253
H 4.086 0.803 1.420
H 3.808 -0.577 2.470
H 1.363 0.351 4.574
H 2.110 -1.038 3.770
H -0.794 -0.105 3.538
H -0.189 -1.571 4.338
H -1.232 -1.786 2.242
N -1.264 -2.472 -0.820
C -2.436 -3.193 -0.314
C -3.567 -2.201 -0.037
C -3.043 -1.284 1.082
O -2.994 -1.752 2.221
O -2.590 -0.145 0.750
H -1.433 -2.214 -1.793
H -0.459 -3.093 -0.860
H -2.167 -3.688 0.623
H -2.771 -3.967 -1.018
H -4.446 -2.732 0.321
H -3.798 -1.648 -0.947
C -3.604 1.404 -1.672
N -2.247 1.151 -2.157
C -2.329 0.207 -3.272
C -1.641 2.411 -2.618
C -0.271 2.777 -2.062
C 0.255 3.954 -2.599
C 1.459 4.466 -2.169
C 2.155 3.784 -1.188
C 1.636 2.614 -0.659
C 0.407 2.057 -1.064
H -4.250 1.796 -2.474
H -3.585 2.114 -0.847
H -4.037 0.480 -1.295
H -2.923 0.623 -4.099
H -2.814 -0.713 -2.947
H -1.330 -0.023 -3.638
H -2.315 3.241 -2.365
H -1.561 2.399 -3.713
H -0.304 4.482 -3.363
H 1.844 5.387 -2.584
H 3.104 4.163 -0.831
H 2.218 2.140 0.127
S 2.980 -0.041 -7.733
C 2.625 -0.634 -6.246
S 1.307 0.036 -5.272
C 1.733 -1.131 -3.983
N 2.735 -1.860 -4.301
N 3.230 -1.624 -5.539
C 4.255 -2.504 -5.935
C 4.687 -2.642 -7.249
C 5.655 -3.581 -7.556
C 6.199 -4.391 -6.575
C 5.776 -4.247 -5.264
C 4.816 -3.310 -4.942
S 0.846 -1.346 -2.572
H 4.271 -2.029 -8.029
H 5.978 -3.681 -8.582
H 6.944 -5.131 -6.828
H 6.193 -4.869 -4.485
H 4.474 -3.200 -3.926
I -2.144 2.269 5.647
C -2.156 2.786 3.601
C -3.246 3.415 3.026
C -3.160 3.747 1.683
C -2.037 3.358 0.971
N -1.021 2.701 1.518
C -1.057 2.472 2.819
H -4.126 3.648 3.604
H -3.963 4.282 1.202
H -1.920 3.595 -0.076
H -0.162 2.050 3.258
```

---

- Which formula does entry 2 have?
  C31H42As2BrN4O6SScSe